Record 1
DFT (wB97M-V/def2-TZVPD) results for a structure of composition C26H43F5GaP2.

ORCA input file:
```
! RIJCOSX wB97M-V def2-TZVPD def2/J DEFGRID3
* xyz 1 1
C -2.429 -1.345 2.038
H -2.367 1.893 3.484
H 1.823 2.578 1.791
H -1.830 6.739 -3.344
H -0.870 -0.757 -5.033
H 1.589 2.422 3.536
H -2.251 -2.526 -1.682
C -1.721 4.278 -5.534
C -2.482 3.347 -2.907
H -3.495 5.132 -3.776
C -1.157 -0.603 2.146
C 0.417 1.069 2.399
C 2.563 -0.342 2.431
H -3.798 3.675 -5.586
C 1.063 2.381 2.568
H 0.589 5.659 -3.587
H 0.033 2.551 -0.467
H -1.363 3.678 -0.472
H 1.916 2.376 -3.366
H -2.697 2.411 -6.114
P -0.237 3.560 -2.816
C 0.145 -1.200 2.143
H -0.869 -2.622 -2.813
H 0.460 4.022 -5.353
H -2.958 1.486 1.867
H -4.316 0.003 -2.815
H -3.664 -0.781 -1.309
H -1.193 6.029 -1.911
H -2.565 -1.985 2.920
H -3.315 1.632 -3.980
C -2.772 4.889 -2.960
H -3.284 -0.667 1.985
H -0.495 1.975 -5.308
F 1.830 -0.219 -3.710
F 2.004 -1.201 -0.393
C -0.463 4.155 -4.739
H 0.933 -2.853 1.075
C 1.480 0.050 -2.355
C 0.424 -2.634 2.027
C 1.110 -0.170 2.310
F 2.516 0.810 -1.804
C -0.334 3.529 -0.871
H 1.087 -2.981 2.834
F 0.646 -2.156 -1.781
C -2.070 1.790 2.427
C -1.898 -2.258 -2.698
C -1.532 5.781 -2.932
H -2.557 -2.683 -3.477
H 0.338 3.206 2.551
H -3.480 0.959 -1.577
H -1.765 2.778 2.071
P -1.975 -0.449 -2.901
C -0.434 1.204 -4.539
H -2.182 5.272 -5.409
H -1.467 4.248 -6.595
Ga -0.401 1.350 -2.493
F 2.745 -1.985 -2.316
H -3.264 5.146 -2.011
H 0.662 1.005 -4.486
C -2.816 3.196 -5.359
C 1.590 3.346 -2.994
H 2.996 -0.549 1.454
C -2.737 2.562 -4.029
H 2.807 -1.181 3.081
H 1.931 4.095 -3.698
H -2.322 0.260 -5.195
H -0.503 -3.224 2.048
H -2.869 2.952 -1.941
H -2.457 -2.007 1.160
H 2.082 3.500 -2.044
H 3.029 0.565 2.808
C -3.514 -0.009 -2.079
C 1.708 -1.312 -1.717
C -0.990 0.804 2.254
C -1.423 0.076 -4.610
H 0.333 4.345 -0.583
C -0.350 5.136 -3.636
*
```

Calculated values
* calculated total energy: -4122.730149 a.u.
* frontier orbital gap (alpha / beta): 4.63 / 5.03 eV
* HOMO (alpha / beta): -9.3 / -9.2 eV

Need the Mulliken charges? In units of e they are: -1.47 0.29 0.29 0.48 0.51 0.48 0.41 -1.10 -0.49 0.42 0.19 0.45 -1.53 0.48 -1.72 0.57 0.25 0.34 0.41 0.32 1.93 0.85 0.37 0.44 0.37 0.48 0.45 0.41 0.36 0.61 -1.13 0.39 0.97 -0.30 -0.20 0.00 0.15 0.45 -1.36 0.54 -0.28 -1.61 0.35 -0.28 -1.80 -1.21 -1.06 0.42 0.38 0.14 0.34 1.04 -0.61 0.38 0.50 -1.29 -0.29 0.33 1.00 -1.32 -1.67 0.21 0.08 0.35 0.63 0.39 0.39 0.41 0.23 0.39 0.40 -1.04 0.60 0.96 -2.06 0.52 -0.32

Record 2
DFT (wB97M-V/def2-TZVPD) results for the molecule C6H12.

ORCA input file:
```
! RIJCOSX wB97M-V def2-TZVPD def2/J DEFGRID3
* xyz 0 1
C 1.044 1.598 0.048
H -1.361 -1.902 0.072
H 1.018 2.679 0.189
C -1.275 -1.472 1.078
C -0.025 -0.594 1.211
C -0.130 0.775 0.540
C 0.084 0.990 -0.936
H 1.269 -0.781 -1.304
H -0.612 1.677 -1.416
C 0.545 -0.143 -1.822
H 2.049 1.182 0.095
H -0.298 -0.772 -2.131
H 0.211 -0.425 2.272
H 0.791 -1.193 0.801
H -1.226 -2.323 1.770
H -2.198 -0.923 1.285
H -0.921 1.390 0.972
H 1.034 0.239 -2.725
*
```

Calculated values
* calculated total energy: -235.780110 a.u.
* frontier orbital gap: 11.11 eV
* HOMO: -9.9 eV
* energy above the lowest of the compared OMol25 structures with the same formula, charge and spin: 23.92 kcal per mole

Need the Mulliken charges? In units of e they are: -0.74 0.25 0.27 -1.09 -0.55 -0.07 0.20 0.27 0.37 -1.40 0.25 0.29 0.35 0.21 0.35 0.31 0.36 0.38

Record 3
DFT (wB97M-V/def2-TZVPD) results for a structure of composition C2H9N3O.

ORCA input file:
```
! RIJCOSX wB97M-V def2-TZVPD def2/J DEFGRID3
* xyz 0 1
H -0.543 0.606 -1.348
H -1.349 -1.791 1.213
H 1.572 2.783 0.154
H -2.790 -1.964 -0.300
O 1.786 2.373 -0.686
H -2.229 -0.404 -0.874
N 0.830 -0.201 1.458
H 1.083 1.496 -0.646
H 1.671 0.307 1.302
H -1.455 -1.704 -1.681
N -0.970 -1.277 0.363
C 0.015 -0.351 0.303
C -1.954 -1.469 -0.720
N 0.151 0.541 -0.615
H 1.123 -1.123 1.774
*
```

Calculated values
* calculated total energy: -321.078823 a.u.
* frontier orbital gap: 9.45 eV
* HOMO: -9.0 eV
* energy above the lowest of the compared OMol25 structures with the same formula, charge and spin: 33.20 kcal per mole

Need the Mulliken charges? In units of e they are: 0.11 0.28 0.26 0.31 -0.85 0.29 -0.52 0.37 0.27 0.31 -0.26 0.58 -0.90 -0.50 0.25

Record 4
DFT (wB97M-V/def2-TZVPD) results for the molecule CHNO.

ORCA input file:
```
! RIJCOSX wB97M-V def2-TZVPD def2/J DEFGRID3
* xyz 0 1
H 1.240 -0.170 -0.495
N -0.985 -0.551 0.168
C 0.127 -0.155 -0.187
O -0.382 0.876 0.514
*
```

Calculated values
* calculated total energy: -168.547808 a.u.
* frontier orbital gap: 10.63 eV
* HOMO: -9.9 eV
* energy above the lowest of the compared OMol25 structures with the same formula, charge and spin: 99.32 kcal per mole

Need the Mulliken charges? In units of e they are: 0.25 -0.35 0.42 -0.32

Record 5
DFT (wB97M-V/def2-TZVPD) results for a structure of composition C37H50GeNO6P2RuS.

ORCA input file:
```
! RIJCOSX wB97M-V def2-TZVPD def2/J DEFGRID3
* xyz 1 5
C -3.367 2.742 1.137
O 0.391 -1.826 0.642
C 4.637 2.672 -1.410
H -6.001 -0.554 -2.867
H -1.881 3.441 -2.591
Ge 2.227 2.406 0.229
H 0.674 -6.721 1.356
H 2.667 5.642 4.073
C 2.999 -3.485 -2.350
H -0.367 -3.881 4.126
C -0.055 -6.003 1.734
C 4.921 1.435 0.630
H 1.442 5.167 -0.700
C 0.728 1.601 -3.714
C -0.499 2.230 -3.713
C -3.374 0.167 -3.375
H 6.403 2.920 -2.610
H -2.587 3.383 0.725
H -5.920 -0.461 -1.099
H -1.131 2.182 -4.592
H 2.695 3.412 3.022
H 0.156 -5.827 2.790
C 0.042 -4.724 0.942
C -1.575 -2.099 3.992
H -3.662 -2.181 3.393
H -4.399 1.053 3.085
C -0.918 2.942 -2.588
C 6.803 1.801 -0.821
C 1.555 1.685 -2.588
H -2.281 -2.428 -0.539
H -0.082 -1.551 -3.545
H 2.562 -4.918 -3.875
H -5.676 1.000 -2.077
H 0.976 0.634 1.974
C 4.088 2.125 -0.251
H -2.784 -3.721 3.222
S 3.321 -1.413 -0.444
H -1.245 -5.333 -0.676
H -3.757 -0.403 -4.224
C -0.250 -4.901 -0.532
C 2.406 4.279 2.435
C 2.593 -2.280 -1.782
H 0.551 -3.679 -4.698
H 7.855 1.669 -1.047
O -3.417 0.321 -0.938
H 2.561 1.283 -2.644
C 5.987 2.501 -1.701
H 3.872 -3.996 -1.963
H -1.052 -6.435 1.642
P -0.849 -2.246 1.322
H 4.507 1.000 1.536
C 1.137 -3.304 -3.870
C -0.109 3.017 -1.470
C 1.512 0.811 1.049
H -0.442 3.574 -0.602
Ru 1.390 -0.105 -0.715
C 2.058 4.132 1.091
O -0.958 -3.802 1.529
C 1.683 6.516 0.950
C -3.786 0.547 2.338
H -0.186 -3.947 -1.064
C 2.026 6.650 2.288
H 4.017 3.247 -2.092
H -3.298 -0.306 2.820
H -3.836 -1.420 -2.003
O -1.072 -1.571 2.713
O -1.822 0.872 0.882
H -2.110 1.841 2.613
N 1.508 -1.631 -2.239
H -3.201 -1.859 0.887
H -0.778 -3.143 5.683
C -2.761 1.526 1.802
C -2.266 -1.762 0.330
C 2.264 -3.987 -3.406
C -4.011 -0.347 -2.102
C 6.272 1.276 0.350
C 0.785 -2.129 -3.248
H -1.735 -1.192 4.567
O -0.877 -0.088 -1.248
H 1.063 1.058 -4.590
H -3.927 3.315 1.878
H -3.246 -3.131 4.821
H 2.012 7.628 2.755
H 6.910 0.742 1.045
H 0.488 -5.575 -0.971
C 1.699 5.260 0.350
H 1.408 7.390 0.369
C -2.895 -2.826 3.834
C 1.155 2.408 -1.452
H -4.446 0.193 1.544
H -4.045 2.446 0.334
C -0.496 -2.932 4.651
P -2.035 -0.097 -0.316
C 2.390 5.534 3.030
H -3.623 1.222 -3.521
C -5.494 -0.076 -2.027
H 0.454 -2.397 4.654
H 1.021 -4.269 1.067
H -2.287 0.070 -3.341
*
```

Calculated values
* calculated total energy: -5198.724647 a.u.
* frontier orbital gap (alpha / beta): 7.63 / 7.09 eV
* HOMO (alpha / beta): -9.6 / -10.5 eV
* energy above the lowest of the compared OMol25 structures with the same formula, charge and spin: 19.51 kcal per mole

Need the Mulliken charges? In units of e they are: -1.22 0.21 -0.03 0.44 0.40 2.24 0.42 0.42 -0.77 0.13 -1.53 -0.45 0.31 -1.21 -0.48 -0.86 0.41 0.20 0.38 0.51 0.39 0.38 0.73 0.47 0.29 0.62 -0.95 -0.50 0.46 0.59 0.31 0.41 0.34 0.44 0.16 0.17 -0.35 0.29 0.53 -0.76 -0.52 0.54 0.46 0.40 -0.05 0.54 -0.78 0.51 0.33 -1.44 0.37 -0.93 -0.49 -1.00 0.56 0.26 0.50 0.01 -0.68 -0.93 -0.23 -0.50 0.42 -0.18 0.19 -0.14 -0.22 0.46 0.25 0.49 0.51 0.52 -0.37 -0.27 0.62 -0.61 -0.38 0.43 0.34 0.50 0.52 0.48 0.39 0.41 0.48 -0.25 0.41 -1.06 -0.37 0.11 0.17 -1.46 -0.19 -0.68 0.25 -1.62 0.33 0.14 -0.15

Record 6
DFT (wB97M-V/def2-TZVPD) results for a cluster of 2 separate species, C3H3NO2S in total.

ORCA input file:
```
! RIJCOSX wB97M-V def2-TZVPD def2/J DEFGRID3
* xyz 0 1
C 0.246 -1.178 0.270
H 1.187 -1.085 -0.156
N -0.090 2.169 -0.954
H -1.038 2.405 -0.793
H 0.357 -1.879 1.135
C 0.814 3.017 -0.813
O -2.736 0.843 -0.770
S -2.228 -0.474 -1.094
O 1.760 3.694 -0.585
C -0.842 -0.793 -0.364
*
```

Calculated values
* calculated total energy: -719.440006 a.u.
* frontier orbital gap: 9.54 eV
* HOMO: -9.6 eV
* energy above the lowest of the compared OMol25 structures with the same formula, charge and spin: 88.01 kcal per mole

Need the Mulliken charges? In units of e they are: -0.31 0.26 -0.43 0.25 0.25 0.62 -0.51 0.18 -0.44 0.13

Record 7
DFT (wB97M-V/def2-TZVPD) results for a cluster of 7 separate species, H14O6S in total.

ORCA input file:
```
! RIJCOSX wB97M-V def2-TZVPD def2/J DEFGRID3
* xyz 0 1
H -3.862 0.599 3.301
H 0.933 -1.834 0.114
H 2.321 0.105 1.879
H 3.026 0.070 0.558
O 2.610 0.666 1.173
H -1.418 1.198 -0.793
O 1.876 -1.941 -0.112
H -1.132 -0.980 -0.541
O 0.345 1.569 -0.346
H 2.039 -2.906 -0.091
O -2.128 0.549 -0.943
H 1.504 -0.382 -2.187
H -2.520 0.838 -1.756
O 1.152 0.236 -2.843
H -1.321 -1.382 0.911
H 0.872 -0.316 -3.577
H 0.690 1.554 -1.242
O -0.747 -1.552 0.150
H -2.438 1.946 3.316
S -2.684 0.787 2.694
H 0.882 1.179 0.334
*
```

Calculated values
* calculated total energy: -858.025559 a.u.
* frontier orbital gap: 10.27 eV
* HOMO: -9.8 eV
* energy above the lowest of the compared OMol25 structures with the same formula, charge and spin: 8.46 kcal per mole

Need the Mulliken charges? In units of e they are: 0.14 0.43 0.32 0.31 -0.69 0.36 -0.63 0.38 -0.60 0.28 -0.64 0.32 0.28 -0.64 0.25 0.30 0.32 -0.65 0.15 -0.30 0.30

Record 8
DFT (wB97M-V/def2-TZVPD) results for a cluster of 2 separate species, C5H4O2 in total.

ORCA input file:
```
! RIJCOSX wB97M-V def2-TZVPD def2/J DEFGRID3
* xyz 0 1
O 1.247 -2.150 -0.908
C -0.689 -0.535 0.976
H 1.664 1.495 0.332
C -1.307 0.110 -0.044
C -0.382 1.106 -0.498
C 0.716 0.980 0.288
H -0.976 -1.349 1.625
H -0.523 1.817 -1.300
O 0.543 -0.015 1.194
H -2.297 -0.093 -0.430
C 2.003 -1.366 -1.234
*
```

Calculated values
* calculated total energy: -343.369667 a.u.
* frontier orbital gap: 10.11 eV
* HOMO: -9.0 eV
* energy above the lowest of the compared OMol25 structures with the same formula, charge and spin: 14.24 kcal per mole

Need the Mulliken charges? In units of e they are: -0.12 -0.42 0.41 -0.21 -0.20 -0.53 0.39 0.41 -0.25 0.41 0.11

What did we get for max |F|? Answer: 3.90, 0.39, 4.31, 2.93, 1.04, 3.73, 2.13, 1.40 eV/A, in the order shown.